(1)
{
  "formula": "C2H3N3OS2",
  "method": "ωB97M-V/def2-TZVPD",
  "charge": 0,
  "spin_multiplicity": 1,
  "largest_force_ev_per_a": 1.3,
  "homo_lumo_gap_ev": 8.38,
  "energy_ha": -1113.877035,
  "symbols": ["O", "C", "N", "N", "S", "C", "S", "N", "H", "H", "H"],
  "xyz": [[-2.462, -0.182, -0.009], [-1.132, -0.112, -0.002], [-0.423, 0.990, -0.001], [0.876, 0.494, -0.002], [2.240, 1.547, -0.005], [0.967, -0.858, -0.008], [2.314, -1.807, -0.002], [-0.365, -1.228, -0.007], [-2.804, 0.714, 0.030], [1.435, 2.626, 0.000], [-0.647, -2.185, 0.005]]
}

=====

(2)
{
  "formula": "C4H5FO",
  "method": "ωB97M-V/def2-TZVPD",
  "charge": 0,
  "spin_multiplicity": 1,
  "largest_force_ev_per_a": 1.7,
  "homo_lumo_gap_ev": 8.85,
  "energy_ha": -330.395788,
  "symbols": ["O", "C", "C", "C", "C", "F", "H", "H", "H", "H", "H"],
  "xyz": [[1.269, 1.656, 1.222], [0.575, 0.458, 0.960], [-0.368, 0.686, -0.184], [-0.863, -0.280, -0.930], [-1.070, -1.387, -1.594], [-1.238, -2.580, -0.913], [1.826, 1.536, 1.995], [-0.017, 0.140, 1.836], [1.263, -0.404, 0.722], [-0.539, 1.730, -0.471], [-0.839, -1.555, -2.646]]
}

=====

(3)
{
  "formula": "C7H17NO2",
  "method": "ωB97M-V/def2-TZVPD",
  "charge": 0,
  "spin_multiplicity": 1,
  "largest_force_ev_per_a": 3.2,
  "homo_lumo_gap_ev": 8.99,
  "energy_ha": -482.056989,
  "symbols": ["C", "C", "C", "C", "C", "O", "C", "C", "N", "H", "H", "H", "H", "H", "H", "H", "H", "H", "H", "H", "H", "H", "H", "H", "O", "H", "H"],
  "xyz": [[1.439, -1.219, -2.673], [0.985, -1.202, -1.349], [0.617, 0.079, -0.664], [-0.524, 0.045, 0.370], [-0.534, -1.234, 1.205], [-1.747, 0.118, -0.407], [-0.496, 1.306, 1.277], [0.666, 1.354, 2.266], [-0.456, 2.498, 0.432], [1.542, -0.276, -3.197], [2.110, -2.009, -2.985], [1.199, -2.049, -0.711], [0.380, 0.842, -1.404], [1.527, 0.418, -0.160], [-0.794, -2.082, 0.573], [0.439, -1.423, 1.655], [-1.271, -1.160, 2.009], [-2.488, -0.091, 0.173], [-1.429, 1.250, 1.870], [0.601, 2.266, 2.863], [1.625, 1.367, 1.749], [0.643, 0.511, 2.955], [-1.225, 2.482, -0.228], [-0.536, 3.339, 0.990], [-0.822, -2.039, -1.990], [-1.456, -1.326, -1.809], [0.004, -1.764, -2.807]]
}

=====

(4)
{
  "formula": "C9H17N2",
  "method": "ωB97M-V/def2-TZVPD",
  "charge": 1,
  "spin_multiplicity": 1,
  "largest_force_ev_per_a": 5.6,
  "homo_lumo_gap_ev": 8.21,
  "energy_ha": -462.247365,
  "symbols": ["C", "C", "C", "C", "C", "C", "C", "C", "C", "N", "N", "H", "H", "H", "H", "H", "H", "H", "H", "H", "H", "H", "H", "H", "H", "H", "H", "H"],
  "xyz": [[1.508, -0.247, -2.559], [1.531, 1.132, -2.350], [0.856, -0.936, -1.579], [0.556, 0.094, -0.806], [0.556, -2.402, -1.685], [0.827, 2.627, -0.397], [-0.080, 0.612, 2.124], [-0.734, -1.577, 1.273], [-1.844, 0.295, 0.442], [0.956, 1.327, -1.090], [-0.577, -0.173, 0.972], [1.961, -0.637, -3.456], [1.960, 1.903, -2.877], [0.462, -2.922, -0.714], [-0.435, -2.498, -2.212], [1.278, -2.866, -2.378], [0.604, 3.422, -1.087], [0.032, 2.625, 0.361], [1.791, 2.723, 0.073], [-0.303, 1.595, 1.887], [-0.475, 0.335, 3.161], [1.019, 0.548, 2.195], [-1.161, -2.204, 0.453], [0.178, -1.923, 1.571], [-1.517, -1.747, 2.045], [-2.636, 0.663, 1.225], [-1.671, 0.975, -0.341], [-2.347, -0.575, 0.032]]
}